1.
DFT (ωB97M-V/def2-TZVPD) results for a 6-piece molecular cluster, C50H107N7O7S2 overall at a distorted geometry.

Last column: Mulliken charge in e.
CARTESIAN COORDINATES (ANGSTROEM)
H (-0.1351, -5.2939, -5.6390)  0.408
H (0.2932, -2.8140, -7.4988)  0.215
N (4.2503, -4.8081, 4.1610)  -0.762
C (-6.8244, -9.7407, 2.7454)  -1.415
H (-1.7304, -1.3761, 1.7712)  -1.024
O (2.9179, -2.3171, 3.5897)  -0.373
H (5.8254, -2.7572, 4.6574)  0.285
H (-3.3521, 3.0768, -1.1080)  0.551
H (-6.8476, 2.8842, -0.3229)  0.326
C (-5.9002, 4.6040, 0.4500)  -0.641
C (-4.1631, -7.9058, 2.5824)  -0.783
C (0.1459, 1.7005, -1.8214)  -1.156
C (2.0949, 0.3120, 0.3600)  0.753
H (1.2200, 3.9075, -5.8043)  0.043
C (0.4708, -1.3253, -0.6207)  0.203
N (1.6796, 6.3683, -4.5812)  -0.708
O (5.1956, 4.1340, 0.4104)  -0.619
H (2.7401, -0.5158, 4.5241)  0.289
O (-0.1719, 5.2003, -6.4507)  -0.378
H (-6.4216, -7.2791, 1.5454)  0.438
C (8.9250, 6.8706, 5.3396)  0.326
C (-1.4331, -3.1778, -1.4102)  0.245
C (2.4706, 6.9842, -6.7995)  -1.472
H (-3.7025, -0.2547, -0.1299)  -0.034
C (-3.8498, -3.5934, 2.3766)  -0.331
C (4.2407, 1.5057, 2.1174)  -0.210
H (4.7167, 4.3930, 4.3899)  0.644
H (-5.2346, -4.4865, -0.2133)  0.437
H (-4.1046, -8.8480, 3.1319)  0.270
H (4.1331, -0.6213, 3.4334)  0.169
H (3.7885, -4.2338, 4.8616)  0.332
H (0.7291, 6.6983, -4.7286)  0.324
H (-4.8383, -0.7713, -1.4532)  0.441
H (2.9772, -3.5573, 2.0160)  0.351
C (2.0095, 2.8338, 0.5704)  -0.785
H (-0.0024, 5.7760, -8.4485)  0.303
C (-0.3630, -0.5190, 3.1585)  -0.477
S (-0.0257, -2.2721, -2.0954)  -0.227
H (-3.1940, -7.4137, 2.6704)  0.281
H (-2.8799, -1.2806, -2.8398)  0.104
H (0.2215, -0.0275, 2.3779)  -0.503
C (1.5422, 1.9887, -2.3667)  -0.110
H (-3.5898, -4.8013, 0.2548)  0.322
H (-0.3315, -2.4056, 2.2140)  -0.125
C (-2.7115, -1.2041, -1.7610)  -0.264
H (-3.2144, -4.4129, -7.4535)  0.362
H (3.3532, 7.5236, -6.4555)  0.367
C (-1.9202, -2.4942, 3.6577)  -1.334
H (-3.9158, -2.6777, 4.3311)  0.535
N (-2.4125, -2.8010, -5.3202)  -0.410
N (8.6177, 7.3974, 6.6732)  -0.746
C (-1.9775, -4.1442, -5.7252)  0.269
C (-0.5405, 6.0352, -7.5326)  -0.659
H (5.0131, 7.2958, 3.8752)  0.279
C (-4.2585, -4.0153, -0.0728)  -0.643
H (5.0149, 0.7466, 2.2158)  0.474
C (2.7764, 1.6214, -0.0742)  1.032
H (-6.7121, -9.7359, 1.6591)  0.345
H (-6.1707, -8.3271, 4.9754)  0.330
C (4.7736, -3.9103, 3.1278)  0.090
H (10.1788, 8.4967, 4.6733)  0.350
H (3.4969, -5.3648, 3.7666)  0.286
N (-2.6139, -2.5504, -1.1746)  1.498
C (-3.8646, -0.3653, -1.2001)  0.151
H (-3.8405, -2.0804, 0.9218)  -0.602
H (8.5194, 6.6209, 7.3213)  0.273
C (7.8192, 5.9364, 4.8234)  -0.642
H (-6.9643, -6.2764, 2.8836)  0.338
C (-7.2392, -8.3667, 3.2619)  0.304
C (-2.1434, -4.3658, -7.2363)  -0.848
O (2.9723, 3.8713, 0.7841)  -0.376
H (-0.3779, 7.0874, -7.2880)  0.231
H (-5.4421, -2.7128, 1.2546)  0.472
C (2.1611, 5.8266, -5.8551)  0.408
C (-3.7907, 1.0585, -1.7969)  -1.244
C (-4.4061, -2.9962, 1.0705)  0.283
C (2.8347, 2.0187, -1.5567)  -1.241
C (-3.5913, 2.1004, -0.6928)  -0.241
H (-1.7636, -1.9776, 4.6080)  0.525
H (-6.5936, 5.2804, -0.0490)  0.373
C (-3.4251, -2.4876, 3.3780)  -1.238
H (5.1045, -4.5233, 2.2842)  0.463
H (3.3371, 1.0410, 2.5082)  -0.383
C (-0.2480, -3.3532, -8.2794)  -0.624
H (-3.6115, -4.1929, -2.1052)  0.258
H (3.5036, 1.3121, -2.0561)  0.484
C (-4.5383, 5.3443, 0.5665)  -0.929
H (-4.3007, 5.4740, 1.6194)  0.233
H (-4.5796, -4.2408, 2.8569)  0.019
H (0.1123, -3.5514, -5.4681)  0.189
H (1.2480, 3.3060, -0.0404)  0.400
H (2.6722, 6.6245, -7.8109)  0.344
H (9.2973, 7.7041, 3.3679)  0.348
N (-7.1556, -8.3647, 4.7254)  -0.750
O (6.5035, 6.4408, 4.9657)  -0.380
H (3.1021, 5.3030, -5.6645)  0.391
H (-7.5826, -10.4816, 2.9990)  0.352
C (-0.5566, -4.3766, -5.2228)  -1.021
H (0.4792, -2.0350, 0.2070)  0.057
C (4.7249, 3.5368, 3.7750)  0.156
H (9.8375, 6.2718, 5.4155)  0.411
H (-4.5495, 2.5907, 1.1626)  0.482
H (-1.0323, 0.2331, 3.5765)  0.394
H (6.8313, -3.8921, 3.7800)  0.355
H (6.3655, 8.3705, 4.2125)  0.253
H (-3.7327, 4.8332, 0.0507)  0.228
H (-0.0578, -2.8439, -9.2243)  0.257
H (7.6861, 7.8026, 6.6344)  0.331
H (-1.5040, -3.4916, 3.7918)  0.478
H (1.5743, 5.6045, -3.9183)  0.229
H (-1.6081, 5.8991, -7.7077)  0.256
H (-0.5018, 2.5059, -2.1657)  0.758
H (-3.6816, -1.4859, 3.0298)  0.430
C (4.1252, 1.9134, 0.6099)  0.933
H (4.8875, 1.3592, 0.0653)  1.052
H (-3.3928, -2.6851, -5.5640)  0.292
H (4.1436, -1.4572, 5.0189)  0.397
C (1.1866, 4.7945, -6.4414)  -0.368
H (-7.5303, -7.4882, 5.0777)  0.276
H (-2.7867, 1.8036, -0.0157)  -0.035
O (-5.1341, -7.0463, 3.1522)  -0.327
H (0.3543, -0.8244, 3.9195)  0.351
H (-1.8339, -0.6033, -1.5761)  -1.068
H (-6.2938, 4.4408, 1.4509)  0.365
H (-4.3601, -8.0990, 1.5243)  0.334
C (3.6904, -2.9606, 2.5926)  -0.235
H (3.2818, 2.9968, -1.7156)  0.637
H (-1.7171, -5.3284, -7.5470)  0.443
C (4.2443, 3.4433, 0.5816)  -0.254
C (4.5752, 2.5821, 3.0409)  -1.561
C (-6.4434, -7.2075, 2.6411)  -0.679
H (-0.5577, -4.4743, -4.1364)  0.003
C (9.2270, 8.0379, 4.4053)  -1.400
H (-4.6289, 6.3433, 0.1493)  0.346
H (7.8444, 5.0232, 5.4246)  0.328
H (1.6336, 2.5645, 1.5595)  0.380
N (1.6742, 2.2210, -3.5991)  -0.651
H (6.3254, -2.3937, 3.0007)  0.304
H (-4.7136, 1.3342, -2.3074)  0.561
O (-1.6445, -3.3177, -8.0456)  -0.386
H (-8.2870, -8.2186, 2.9837)  0.414
H (2.5447, -1.6035, -0.4879)  0.774
H (1.4985, 4.4728, -7.4439)  0.398
H (-5.3834, 1.3216, 0.3035)  0.367
H (0.0657, 1.6314, -0.7448)  -0.035
C (-5.8475, 3.3192, -0.3741)  -0.900
H (-0.2621, -0.5684, -0.3534)  0.005
H (4.1153, -2.2206, 1.8989)  0.105
H (-4.6540, -2.8356, -1.7861)  0.623
H (-5.6849, 3.5691, -1.4238)  0.376
H (8.4694, 8.8190, 4.4621)  0.279
H (2.6060, -0.1703, 1.1878)  -0.382
H (0.7646, 2.1815, -4.0593)  0.309
H (-5.8869, -10.0809, 3.1842)  0.288
C (6.0034, -3.1914, 3.6739)  -1.363
H (-2.9421, -4.1568, 2.1687)  0.406
H (1.6556, 7.7061, -6.8498)  0.282
C (3.5313, -1.1730, 4.1609)  -0.558
H (-1.9319, -2.1314, -5.9160)  0.268
C (1.8928, -0.7681, -0.7346)  -1.838
C (6.0998, 7.3441, 3.9495)  -0.733
H (8.0033, 5.6334, 3.7848)  0.396
C (-1.1001, -1.7301, 2.5896)  1.986
H (1.1197, 0.5747, 0.7659)  -1.035
H (6.5259, 7.0815, 2.9780)  0.342
H (0.1261, -4.3778, -8.3554)  0.295
H (-2.9722, 1.1561, -2.5133)  0.505
S (-1.1476, -4.7583, -1.0759)  -0.304
H (-0.2313, 0.7995, -2.3031)  0.462
H (-2.6218, -4.8724, -5.2227)  0.333
H (2.1637, -0.4605, -1.7422)  0.822
C (-3.8021, -3.3874, -1.3994)  -1.637
C (-4.8593, 2.2663, 0.1669)  -0.773

Summary:
Orbital gap = 8.20 eV
Electronic energy = -100013.3513 eV
LUMO = 0.15 eV
Molar mass = 982.58 g mol⁻¹


2.
DFT (ωB97M-V/def2-TZVPD) results for one molecule with the formula C14H18N4O2S at a distorted geometry.

Last column: Mulliken charge in e.
CARTESIAN COORDINATES (ANGSTROEM)
C (1.2884, 1.2067, 2.3553)  -1.026
H (-2.0374, -3.0328, 1.0879)  0.322
H (5.2158, -0.8477, -1.8223)  0.376
C (4.6055, 0.2149, -0.0681)  -0.690
C (-1.5226, -1.6460, -0.4550)  0.059
C (3.0977, -0.9328, -1.5269)  -0.384
O (0.4333, -2.2330, 0.8130)  -0.669
N (-1.8023, 2.3886, -0.1930)  0.152
H (-2.0259, 3.9250, 1.1700)  0.322
H (1.7202, 2.2118, 2.2880)  0.337
H (0.2119, -0.3889, -1.7308)  0.438
N (0.7109, -0.9544, -1.0428)  -0.055
H (-3.4638, 2.8975, 0.9572)  0.318
O (1.1306, 0.6263, 1.0849)  -0.038
H (3.7430, 1.2176, 1.6047)  0.422
S (-2.2212, -0.2109, 0.4644)  -0.353
C (2.2495, 0.2459, 0.4044)  0.769
H (-1.1982, 4.1266, -1.3092)  0.440
H (-2.0669, 2.2784, 1.8541)  0.283
C (-2.3728, 2.9047, 1.0153)  -0.826
C (-1.2686, 3.0605, -1.2524)  0.075
N (-0.8625, 2.2334, -2.1632)  -1.012
N (-1.1215, 0.9864, -1.7367)  -0.182
C (-1.6809, 1.0783, -0.5541)  0.607
H (-1.7163, -1.4442, -1.5099)  0.609
H (1.9096, 0.5827, 3.0034)  0.431
H (5.6085, 0.5114, 0.2008)  0.386
H (-4.1083, -3.9141, 0.0077)  0.418
H (2.9054, -1.5409, -2.3971)  0.460
H (-4.2054, -2.1614, 0.1829)  0.320
H (-1.6790, -3.7605, -0.4748)  0.401
H (0.2865, 1.2710, 2.7784)  0.206
C (-3.6786, -2.9705, -0.3182)  -1.241
C (4.3874, -0.5465, -1.2000)  -0.672
C (2.0345, -0.5512, -0.7314)  -0.018
H (-3.8348, -2.8724, -1.3907)  0.307
C (-2.1935, -2.9285, 0.0125)  -0.572
C (3.5470, 0.6133, 0.7326)  -0.751
C (-0.0251, -1.6447, -0.1409)  0.028

Summary:
Orbital gap = 8.82 eV
Energy relative to the best compared isomer or geometry (same formula, charge and spin) = 19.6 kcal/mol
Electronic energy = -35700.6475 eV
LUMO = 0.46 eV
Molar mass = 306.39 g mol⁻¹


3.
DFT (ωB97M-V/def2-TZVPD) results for C3H8FORb as an isolated structure at a distorted geometry.

Last column: Mulliken charge in e.
CARTESIAN COORDINATES (ANGSTROEM)
C (-1.5206, -0.5116, -0.7430)  -1.362
H (0.2558, 0.8250, 1.6577)  0.366
H (-0.2920, -1.2210, 0.8906)  0.235
O (-0.3949, 0.8243, 0.8705)  -0.670
H (-2.4262, -0.3273, -0.1677)  0.330
F (1.2703, 1.0177, 2.5551)  -0.857
H (1.8517, -0.1264, -0.0866)  0.315
H (-1.4625, 0.2127, -1.5563)  0.314
H (0.9057, 0.0707, -1.5993)  0.262
H (1.2058, -1.5091, -0.9850)  0.333
H (-1.5981, -1.5185, -1.1645)  0.360
Rb (1.5152, 3.1617, 0.8309)  0.949
C (0.9934, -0.4834, -0.6514)  -1.219
C (-0.3036, -0.4148, 0.1489)  0.645

Summary:
Orbital gap = 8.08 eV
Energy relative to the best compared isomer or geometry (same formula, charge and spin) = 0.0 kcal/mol
Electronic energy = -8661.7112 eV
LUMO = -0.73 eV
Molar mass = 164.56 g mol⁻¹


4.
DFT (ωB97M-V/def2-TZVPD) results for C33H35F5N4P2Pt as an isolated structure at a distorted geometry.

Last column: Mulliken spin population.
CARTESIAN COORDINATES (ANGSTROEM)
C (3.2372, -2.8654, 0.8654)  0.026
F (-1.5577, -2.1053, 6.8675)  0.043
H (1.1187, -0.3827, -1.5820)  -0.023
C (-1.7317, 1.6772, -4.6268)  -0.001
P (-1.1628, -0.8181, 0.7369)  0.298
N (2.9365, -1.5924, 1.3636)  0.014
C (-0.7890, 2.2402, -5.6574)  0.000
C (-1.7307, 1.1066, 4.2711)  0.309
C (1.1091, 0.4008, -3.9669)  0.009
H (1.0440, -1.3302, -5.2131)  -0.001
C (0.6355, 2.5611, -5.1119)  0.000
C (0.5019, -0.3766, -5.1036)  -0.001
C (-1.6223, -1.0554, 6.0184)  0.383
C (4.4998, 2.0647, -0.6252)  0.004
H (-2.2817, 3.7252, -0.6374)  0.001
H (2.7640, -3.2114, -0.0388)  -0.001
H (-0.7112, 1.5771, -6.5304)  0.000
C (-1.6586, 1.8290, 0.2680)  -0.021
H (-1.2200, 3.1849, -6.0222)  0.000
H (0.6315, 0.1712, -6.0467)  0.000
C (1.1417, -1.1701, -0.8165)  0.039
C (-2.4727, 0.0190, 6.2900)  0.028
H (-1.1022, -1.6066, -4.3290)  -0.001
H (-2.6808, 0.0436, -3.7110)  -0.001
C (-1.0007, -0.6898, -4.9255)  0.009
F (0.0430, -2.0536, 4.6963)  0.007
C (-1.8321, 0.3891, -4.3000)  -0.002
C (-2.9268, 1.8073, -1.6137)  0.001
Pt (0.2871, 0.0438, 2.1959)  -0.054
C (-2.2925, 2.6479, -0.6567)  0.001
H (0.6307, 3.6151, -4.8067)  0.000
H (-2.8064, -0.4396, -1.7991)  0.000
H (-3.9446, -1.4107, -0.3969)  0.000
H (5.1577, -2.6611, 3.5627)  0.001
H (4.1548, -0.1084, -1.1493)  0.000
H (-5.5702, -3.0416, 1.0514)  0.001
C (-3.7704, -1.8782, 0.5627)  0.012
F (-1.7703, 2.2333, 3.5018)  0.050
C (1.1527, 1.7354, -3.9442)  -0.001
H (3.8699, 3.9616, 0.4186)  0.000
C (3.9120, 0.8106, -0.6305)  0.000
H (1.8936, 2.3814, 1.4332)  -0.001
H (1.6181, -0.2012, -3.2123)  -0.002
C (4.1516, -3.4590, 1.7176)  -0.002
C (1.6891, 0.8547, 3.5241)  0.019
H (1.3390, 2.4789, -5.9527)  0.000
N (-2.5624, -1.6765, 1.2449)  -0.038
C (-2.6079, 0.4993, -1.2900)  0.004
H (-2.4205, 2.4169, -4.2089)  0.000
H (1.1319, 1.6299, 4.0715)  0.019
H (-0.8737, -1.8025, -1.4903)  0.009
H (1.8121, -1.9570, -1.1924)  -0.022
F (-3.2814, 2.1836, 5.7091)  0.039
C (3.7097, 2.9140, 0.2112)  0.004
C (-3.8650, -3.0297, 2.5143)  0.030
P (1.8270, -0.4561, 0.6962)  0.200
H (-1.0945, 2.0633, 1.1550)  0.035
H (-3.5270, 2.1129, -2.4621)  0.002
H (1.8565, -0.0103, 4.1791)  0.007
C (-0.9020, 0.0372, 3.9532)  0.103
H (1.6910, 2.2888, -3.1711)  -0.001
C (-2.6333, -2.4140, 2.4408)  0.042
H (-1.7932, -2.4398, 3.1196)  -0.035
C (2.6754, 2.1494, 0.7226)  0.025
C (-4.5835, -2.7032, 1.3230)  0.002
N (2.7964, 0.8502, 0.2097)  0.008
N (-1.8610, 0.5029, -0.1181)  -0.039
H (-1.4306, -0.9241, -5.9162)  0.000
H (3.5988, -0.4935, 3.1210)  -0.003
H (4.5656, -4.4530, 1.6006)  0.002
C (4.4527, -2.5298, 2.7637)  0.010
F (-3.2500, -0.0052, 7.3923)  -0.010
C (-0.2744, -1.7397, -0.5622)  0.029
H (-0.2083, -2.7556, -0.1310)  0.059
C (-2.5162, 1.1122, 5.4244)  0.244
H (5.4078, 2.3361, -1.1582)  0.000
H (2.6388, 1.2610, 3.1818)  -0.004
H (-4.2203, -3.6535, 3.3245)  -0.001
C (-0.8304, -1.0209, 4.8657)  0.139
C (3.6878, -1.3959, 2.5377)  -0.004

Summary:
Orbital gap (spin up / spin down) = 3.14 / 3.19 eV
2S+1 = 3
Energy relative to the best compared isomer or geometry (same formula, charge and spin) = 0.0 kcal/mol
Electronic energy = -76153.8517 eV
LUMO (spin up / spin down) = -0.42 / -4.81 eV
Molar mass = 839.69 g mol⁻¹


The lowest molar mass belongs to which entry? C3H8FORb


Look up the molar mass of the fourth one. 839.69 g mol⁻¹


Which of these has the lowest electronic energy? C50H107N7O7S2


Which of these has the highest electronic energy? C3H8FORb